Record 1
65
Properties=species:S:1:pos:R:3:forces:R:3 method="wB97M-V/def2-TZVPD" spin_multiplicity=2 mol_weight_g_mol=867.8 charge=+1 s2=0.930 de_lowest_kcal_mol=72.4 homo_energy_ev="-10.38 / -10.39"
H 3.16307 2.86439 4.14776 0.1 0.1 0.0
C -5.38622 -0.12282 0.71309 0.0 -0.3 -0.2
Cl -6.75745 -2.42542 0.41990 -0.2 -0.2 0.0
Cl -4.24984 2.24020 1.26783 0.2 0.3 0.1
C 0.16616 2.02871 -5.62246 0.0 0.0 0.3
H 3.25644 0.65627 -3.75018 -0.3 -0.1 0.1
C -4.30769 0.71712 0.49395 0.4 -0.3 -0.5
N 0.44374 2.30850 2.46242 1.0 0.3 -0.1
O 1.09692 -0.50988 3.22952 0.0 -0.2 0.1
C 1.04877 2.43335 3.67333 0.4 0.1 0.3
C 1.30236 1.45884 -5.09410 -0.1 -0.2 0.2
N -0.83628 -1.81757 0.56403 0.6 0.8 -0.2
C -0.30463 -1.76388 1.78295 -0.4 -0.4 0.1
C -3.38041 -0.90137 -1.04261 -0.2 0.8 0.6
H -1.89912 2.50795 -5.21838 -0.1 0.0 0.0
Ru -0.11804 0.07469 -0.87077 0.6 0.2 -0.9
H 0.44983 -1.57261 4.28179 -0.2 -0.3 -0.1
C 1.37040 2.47420 1.50304 -0.2 -0.1 0.0
H -1.40302 1.72086 3.18281 0.1 0.0 0.1
C -4.42947 -1.76243 -0.78514 -0.5 0.1 0.2
N 2.54452 2.73764 2.10446 -0.8 -0.3 -0.1
H 0.17582 2.44749 -6.61775 0.0 0.1 0.0
C 3.15759 -2.62258 -0.54189 -0.2 -0.1 -0.2
H 3.67693 3.78492 0.71583 0.1 -0.1 0.1
H -1.83493 1.48615 -2.95992 0.1 0.0 0.0
Cl -2.12623 -1.32313 -2.15633 0.2 -0.2 -0.3
C -0.67307 -3.15335 4.02866 -0.2 -0.1 -0.3
O 1.25978 -0.15977 1.05830 -0.6 0.2 -1.4
H 4.55064 3.23528 2.16611 -0.1 0.0 0.0
C 3.94695 -0.89316 -1.97736 -0.1 0.0 0.0
C -0.83963 -2.80046 2.58362 0.0 0.2 -0.2
Se 1.06797 2.43636 -0.33734 -0.6 -0.8 -0.8
Cl -6.64786 0.35027 1.76988 0.0 0.0 0.0
H 3.32041 -3.43230 0.14890 0.0 -0.1 0.0
C 2.36193 2.70488 3.45310 -0.4 0.0 0.5
C -3.22718 0.34426 -0.36346 -1.3 -1.7 0.2
C -0.99320 2.05642 -4.85086 0.1 -0.2 0.1
H 0.51770 2.30113 4.59183 -0.1 0.0 0.2
C -0.96187 1.47179 -3.60192 -0.6 0.4 -0.4
N 1.59718 -1.28234 -1.77101 -0.7 1.6 0.5
N 2.40864 0.35698 -3.28270 0.4 0.1 0.1
O 0.01441 -2.32221 4.77993 0.3 0.3 0.4
Cl -4.46810 -3.32322 -1.51272 0.1 0.0 -0.1
H -2.27673 -4.36402 1.92592 -0.2 -0.1 0.0
C 4.21928 -1.89932 -1.07777 -0.3 0.2 -0.1
H 5.23880 -2.13088 -0.80973 0.1 0.0 0.0
C -1.69099 -3.48774 1.73253 0.3 0.2 0.4
C -0.93485 1.98270 2.23856 -0.8 -0.3 -0.4
H 1.03299 -2.86585 -0.58713 0.0 0.2 0.1
N 0.12379 0.87638 -3.10256 -0.1 -0.2 1.8
C 1.87986 -2.28748 -0.93190 0.4 -0.6 0.3
H -1.46694 2.81886 1.78252 0.1 -0.1 0.0
C 0.76333 -0.73939 2.06357 -0.5 -0.3 0.5
O -2.18266 1.05189 -0.48704 2.9 0.9 -0.5
H -2.16260 -3.13055 -0.29272 0.1 0.1 0.1
H 4.10020 2.06922 0.90298 0.0 0.0 0.0
H -1.00627 1.12855 1.55589 -0.1 0.3 0.2
C 2.61580 -0.59981 -2.30777 0.3 -0.3 0.0
O -1.20235 -4.14373 4.45742 0.0 -0.1 0.1
H 2.22118 1.42759 -5.65898 0.1 0.0 0.0
N -1.66472 -2.86432 0.54906 0.1 -0.1 0.1
H 4.74158 -0.32681 -2.43778 0.1 0.1 0.0
C 1.25226 0.88402 -3.81170 -0.2 0.1 -0.2
C 3.79079 2.97089 1.43337 0.6 0.1 -0.5
C -5.44564 -1.38034 0.09711 0.3 0.1 -0.2

Record 2
56
Properties=species:S:1:pos:R:3:forces:R:3 method="wB97M-V/def2-TZVPD" mol_weight_g_mol=819.3 charge=+1 homo_energy_ev=-11.06
C -1.41060 -2.20290 -2.18544 -0.2 0.0 -0.2
C 3.46756 0.26498 2.41966 0.0 0.0 0.0
C 2.58015 0.12061 -2.15606 0.1 0.1 0.0
H -3.57198 -2.94392 4.63201 0.0 0.0 0.0
H 1.92484 5.52616 -0.45063 0.0 0.0 0.0
Cl -1.43105 -4.19506 -4.00414 0.0 0.0 0.0
H 2.85369 0.42957 -5.51476 0.0 0.0 0.0
H -1.58979 -1.51098 5.40986 0.0 0.0 0.0
H 4.06819 -1.53825 3.41020 0.0 0.0 0.0
H 2.67593 1.89659 1.29380 0.0 0.0 0.0
H 2.38953 -2.94120 2.25516 0.0 0.0 0.0
H 0.83025 -1.92684 0.64278 0.0 0.0 0.0
H 4.11821 -0.38686 -3.55764 0.0 0.0 0.0
C 0.42754 5.14232 1.03533 0.0 0.0 0.0
C 2.45242 -1.88209 2.04140 0.0 0.0 0.0
C 0.59201 1.11912 -3.10012 0.0 0.0 0.0
H -0.40797 1.51957 -2.97279 0.0 0.0 0.0
C 1.30974 0.66186 -1.99413 0.0 0.3 -0.1
Cl 0.27424 -2.51464 -2.01121 0.0 0.0 0.0
C 0.47089 2.51637 0.10288 0.1 0.1 -0.3
C 1.30183 3.47819 -0.46576 0.0 0.1 0.0
C -3.31913 -2.89531 3.57332 0.0 -0.2 0.0
C -3.53763 -2.69254 -3.25040 0.1 -0.1 0.0
Cl -1.47637 1.72228 1.82866 0.2 0.0 -0.2
C 1.15165 1.04255 -4.36306 0.0 0.0 0.0
O -1.84358 -1.53347 1.87703 -0.3 -0.1 0.1
C 3.13217 0.03857 -3.42767 0.0 0.0 0.0
H -0.59707 -2.35194 4.16557 0.0 0.0 0.0
H -4.22661 -2.94425 2.97563 0.0 0.0 0.0
Cl -4.46366 -3.61101 -4.36366 0.0 0.0 0.0
H 3.13783 -0.24263 -1.30219 0.0 0.0 0.0
Pt -1.51873 -0.00587 -0.02668 0.5 1.3 1.6
H -0.57350 -0.57047 4.28444 0.0 0.0 0.0
C -4.15412 -1.68844 -2.50289 -0.1 0.2 0.1
C 1.66118 0.04626 0.83567 0.1 0.2 0.0
C 2.42149 0.49923 -4.52527 0.0 0.0 0.0
C -0.41325 4.19864 1.61212 0.0 0.0 0.0
Cl -4.07613 0.32553 -0.60380 0.2 -0.7 -0.3
S -2.51563 -1.34578 3.22281 0.0 0.2 -0.3
C -0.37147 2.90949 1.12479 -0.2 0.1 0.2
C -2.17395 -2.95147 -3.08846 0.0 0.0 0.0
H 1.96791 3.19822 -1.27246 0.0 0.0 0.0
C -1.18471 -1.46406 4.39939 0.1 -0.1 0.1
C -2.01315 -1.20043 -1.44918 -0.2 0.1 -0.7
H 4.19865 0.88289 2.92381 0.0 0.0 0.0
Cl -5.82664 -1.35262 -2.65703 0.0 0.0 0.0
C 1.58137 -1.31504 1.12397 -0.1 0.0 0.0
H -1.09134 4.46430 2.41105 0.0 0.0 0.0
C 3.39395 -1.09391 2.68948 0.0 0.0 0.0
P 0.53270 0.77771 -0.38487 -0.2 -1.0 0.0
C 2.60393 0.83577 1.49574 0.1 -0.1 0.0
C 1.27780 4.78577 -0.00083 0.0 0.0 0.0
C -3.37479 -0.96139 -1.62166 0.0 -0.3 -0.2
H -2.63575 -3.69695 3.29289 0.0 0.0 0.0
H 0.40438 6.16206 1.39508 0.0 0.0 0.0
H 0.59656 1.39574 -5.22172 0.0 0.0 0.0

Record 3
72
Properties=species:S:1:pos:R:3:forces:R:3 method="wB97M-V/def2-TZVPD" mol_weight_g_mol=754.7 charge=+1 de_lowest_kcal_mol=111.2 homo_energy_ev=-11.35
C -1.75762 7.58010 -2.52217 -1.0 0.6 -0.2
H 5.43454 -3.38721 6.64705 -0.1 -0.1 0.4
H -5.37955 0.96247 2.14998 0.6 -0.4 0.3
H 2.74556 2.19196 -8.71603 0.2 -0.2 0.2
O -4.29877 -2.30714 2.01374 -0.1 4.0 -2.1
C 2.32826 -3.66108 0.91595 0.1 0.0 -0.1
C 3.72838 -3.91415 7.28697 1.7 0.4 0.9
C 0.44274 1.76377 -4.80564 -1.4 0.4 1.0
H 3.50669 0.35145 -5.75548 0.0 0.0 0.0
O 0.48687 8.58095 -2.49986 -1.7 -1.2 0.1
O -2.24913 8.69049 -2.69094 0.7 -0.8 0.1
H 1.35614 6.12454 -2.09785 -0.1 0.0 0.0
C 1.69731 0.96982 -4.69015 0.8 -0.6 0.3
O -1.12939 -3.20515 0.21749 0.2 0.1 0.4
C 1.86208 -3.93726 -1.56219 0.4 -0.3 -2.2
O 3.17117 1.61615 -8.04388 -1.7 0.5 1.2
C 3.27448 -3.95141 5.86968 0.1 0.1 -1.0
C 1.50380 -4.59617 8.02105 0.0 -0.1 1.2
O -0.24755 -5.04446 6.35620 1.5 0.5 1.1
O -2.77888 4.02101 -2.16532 1.6 1.2 0.1
O -3.18456 1.29303 0.66965 3.2 -1.8 0.4
C 0.05741 -3.42107 -0.00397 -0.2 -0.1 -0.8
C -3.23920 0.70655 2.01747 2.2 0.8 1.3
F -0.74267 1.78463 0.59919 -4.4 -2.9 -1.7
H 1.57472 -4.39683 4.56426 0.0 0.0 0.0
H -0.15107 -3.67701 -2.16793 0.1 0.0 0.0
H 0.00854 1.18969 -3.05073 -0.1 0.3 -0.3
C 1.08100 2.45134 -7.05758 -0.7 0.7 -0.6
H -2.95848 1.49526 2.86838 -0.8 -1.5 -2.1
H -0.41295 -2.98773 2.27187 0.5 -0.2 0.0
C 0.28419 6.24387 -2.19270 -0.1 -0.5 0.0
H 3.31232 -4.33832 -2.71709 -0.3 0.0 -0.1
O 5.04177 -3.55690 7.53105 -1.7 -0.4 -1.1
O 1.93946 0.35985 -3.65463 -0.5 0.4 -0.5
O 4.05466 -3.65263 4.97179 -0.4 -0.2 0.8
F -1.52326 -0.36975 -0.15585 -1.5 5.0 1.0
F -2.04473 1.61125 -1.39163 0.4 -2.6 5.3
O 0.71441 -4.86236 8.92051 0.3 0.1 -0.9
O 0.55181 -3.13178 2.38580 -0.3 -0.1 -1.6
H -2.13952 3.29102 -2.01421 -0.3 0.5 -0.2
H -3.64922 6.47913 -2.55126 0.1 0.0 0.0
H -3.40642 -2.31120 1.55534 -1.1 -0.7 0.6
H -2.53706 -0.21438 2.18925 -1.3 1.7 -0.7
H 3.04843 -3.65885 1.72409 0.0 0.0 0.0
B -4.95587 -1.05417 1.50830 -0.9 -5.3 -3.3
O -5.77944 -1.11766 0.28496 2.7 -0.8 3.7
O 4.01491 -4.20289 -0.65074 -1.2 0.2 -0.1
C 1.05787 -4.66008 6.60165 -1.5 -0.4 -0.9
C -0.28076 7.43537 -2.39730 1.5 1.4 -0.1
C 1.03357 -3.41047 1.11993 0.1 0.2 1.4
H 3.21519 -4.18891 9.32352 0.0 0.0 -0.1
C -0.53919 5.02942 -2.08754 1.0 -0.3 0.1
C 2.89917 -4.21407 8.28851 -0.4 -0.1 0.1
O 0.85508 3.08848 -8.08089 0.4 -0.6 0.7
N -4.66923 0.21314 2.31763 0.1 0.6 -0.6
C -1.89182 1.05966 0.00642 1.6 0.7 -2.6
C 1.88629 -4.35676 5.60042 0.3 0.1 -0.1
O 2.34868 -4.18834 -2.83195 -0.1 0.3 2.3
C -2.01334 5.17018 -2.23989 -1.5 -1.0 0.0
H -0.64191 -5.20826 7.24046 0.2 0.0 -0.3
C 2.83417 -3.95396 -0.43418 1.3 -0.2 0.4
H -0.15297 9.31159 -2.64493 0.3 -0.3 0.1
C 0.15929 2.45533 -5.91114 0.1 0.1 -0.2
H -5.76330 -2.08368 -0.04544 0.0 2.0 0.8
C 2.60716 0.94675 -5.84611 -0.1 -0.1 0.5
H -0.74789 3.03843 -6.00774 0.1 0.0 0.0
O -0.05027 3.92300 -1.88519 -0.6 0.6 0.0
C -2.57876 6.36202 -2.44103 0.0 0.3 0.0
O -0.42002 1.76060 -3.72502 1.5 -0.6 -1.1
C 2.32185 1.63559 -6.95279 1.5 -0.4 -1.3
Cl -4.69201 -0.27576 4.00788 -0.2 0.6 -0.3
C 0.56681 -3.69005 -1.35750 -0.6 0.2 0.5